{"formula": "C24H64N9O11", "method": "ωB97M-V/def2-TZVPD", "total_energy_ev": -61741.16069, "molar_mass_g_mol": 654.83, "charge": 8, "spin_multiplicity": 2, "symbols": ["C", "C", "O", "N", "H", "H", "C", "H", "H", "H", "H", "H", "H", "C", "C", "O", "N", "H", "H", "C", "H", "H", "H", "H", "H", "H", "C", "C", "O", "N", "H", "H", "C", "H", "H", "H", "H", "H", "H", "C", "C", "O", "N", "H", "H", "C", "H", "H", "H", "H", "H", "H", "C", "C", "O", "N", "H", "H", "C", "H", "H", "H", "H", "H", "H", "C", "C", "O", "N", "H", "H", "C", "H", "H", "H", "H", "H", "H", "C", "C", "O", "N", "H", "H", "C", "H", "H", "H", "H", "H", "H", "C", "C", "O", "N", "H", "H", "C", "H", "H", "H", "H", "H", "H", "N", "O", "O", "O"], "positions_angstrom": [[2.26494, -1.10126, 3.80136], [1.49265, 0.20891, 4.00466], [0.26684, 0.31551, 4.18704], [2.38543, 1.42509, 4.09651], [1.99204, 2.12466, 4.70965], [3.23107, 1.19147, 4.59692], [2.70061, 2.07267, 2.74229], [3.02834, -1.24747, 4.56553], [2.78840, -0.97691, 2.85341], [1.69543, -2.03029, 3.82748], [3.26228, 1.43005, 2.06430], [3.40917, 2.85304, 3.01991], [1.83792, 2.53515, 2.26273], [-0.54910, 0.16193, -3.70344], [0.72210, 0.87020, -3.34595], [0.96773, 1.27333, -2.21867], [1.71547, 1.18216, -4.50622], [1.19299, 0.90786, -5.32590], [1.80046, 2.18851, -4.51779], [2.98395, 0.40708, -4.18618], [-1.17251, 0.23180, -2.81205], [-0.51752, -0.88101, -4.01868], [-1.12177, 0.55190, -4.54491], [3.58031, 0.55691, -5.08618], [2.63552, -0.62565, -4.17311], [3.46943, 0.69322, -3.25316], [-2.94618, -0.19719, 2.88047], [-3.83919, -1.45607, 2.87865], [-3.38878, -2.60939, 2.68124], [-5.34053, -1.14520, 2.96027], [-5.46380, -0.15637, 3.12495], [-5.75708, -1.32299, 2.05751], [-6.06348, -1.89942, 4.03958], [-2.85966, 0.26488, 3.86389], [-3.25151, 0.62492, 2.23316], [-1.92530, -0.40280, 2.55856], [-6.10347, -2.97404, 3.86158], [-7.04460, -1.42454, 4.04191], [-5.64445, -1.67002, 5.01932], [0.41343, -5.81498, 3.47659], [-0.34070, -4.59495, 3.00788], [-0.65280, -3.66339, 3.71216], [-0.64273, -4.44680, 1.50785], [-0.53714, -3.49394, 1.19002], [-0.03440, -4.98762, 0.90990], [-1.95519, -5.08043, 0.97783], [0.27522, -5.96346, 4.54755], [1.48283, -5.67625, 3.31776], [0.12035, -6.75184, 3.00277], [-1.87981, -6.13247, 1.25287], [-2.02767, -5.10471, -0.10949], [-2.85322, -4.69166, 1.45794], [3.06579, -4.91697, -0.64508], [2.77283, -3.70413, 0.27251], [2.71489, -3.64785, 1.49412], [2.83784, -2.41942, -0.56347], [2.98444, -2.69146, -1.52503], [1.92609, -1.98904, -0.62327], [4.05199, -1.56277, -0.13635], [3.10984, -5.85985, -0.09998], [3.91166, -4.76834, -1.31628], [2.23778, -5.09891, -1.33020], [3.80728, -1.10600, 0.82259], [4.14212, -0.81577, -0.92501], [4.93835, -2.19670, -0.11186], [3.30551, 2.65118, -0.72793], [3.70862, 4.03724, -0.19349], [4.27772, 4.10282, 0.88655], [3.34306, 5.34643, -1.02164], [2.49338, 5.11182, -1.51471], [3.11660, 6.06736, -0.35151], [4.50213, 5.91047, -1.89505], [2.44709, 2.33580, -0.13484], [4.12117, 1.93546, -0.62519], [2.97326, 2.68673, -1.76545], [5.49741, 5.74325, -1.48327], [4.28718, 6.97844, -1.93188], [4.47415, 5.39816, -2.85674], [-0.62164, 3.43123, -0.99577], [-1.36146, 3.67170, -2.27298], [-1.68924, 2.81701, -3.05537], [-1.78629, 5.10178, -2.50463], [-2.51281, 5.42907, -1.88403], [-1.06194, 5.60034, -2.00777], [-2.04489, 5.43708, -3.93496], [-0.93933, 4.22146, -0.31555], [0.41726, 3.73053, -1.13437], [-0.58740, 2.51730, -0.40275], [-2.84418, 4.77022, -4.25827], [-1.09449, 5.41042, -4.46801], [-2.46285, 6.43912, -3.83834], [-4.16996, 1.08322, -1.39915], [-4.55713, -0.29658, -0.86433], [-5.03674, -0.56915, 0.20282], [-4.32657, -1.48708, -1.78098], [-5.09298, -2.10338, -1.55098], [-4.48165, -1.41664, -2.77652], [-2.99349, -2.16965, -1.45929], [-3.08627, 1.19999, -1.40783], [-4.64905, 1.82461, -0.75969], [-4.51556, 1.13907, -2.43140], [-2.59293, -1.82771, -0.50497], [-2.27730, -1.86042, -2.22057], [-2.99913, -3.25774, -1.52355], [0.11947, -0.46247, 0.58699], [1.08875, 0.26669, 0.59088], [0.30350, -1.66221, 0.86156], [-0.99418, -0.05434, 0.31987]], "forces_ev_per_angstrom": [[0.0, 1.0, -0.1], [-4.1, -1.8, 1.7], [4.7, 0.3, -1.2], [-0.6, -0.1, -1.2], [-0.9, 0.6, 0.3], [1.0, -0.4, 0.0], [1.1, 0.6, 0.9], [0.2, 0.4, 0.2], [0.2, -0.3, -0.1], [-0.5, 0.5, -0.2], [-0.3, -0.4, 0.4], [-0.1, 0.2, -0.2], [-0.2, -0.4, 0.5], [-0.5, -0.3, 0.1], [-0.4, 0.9, 1.4], [0.1, -1.0, -2.8], [-1.5, -0.5, 3.1], [0.5, -0.4, -1.1], [0.5, 0.6, -0.3], [-0.3, -0.3, -1.8], [0.0, 0.0, -0.1], [0.9, -0.3, 0.1], [0.3, 0.8, -0.1], [0.6, -0.2, 0.3], [0.4, -0.1, 0.0], [-0.3, 0.4, -0.3], [0.0, -0.2, 0.2], [2.5, -2.5, -1.6], [-2.7, 4.7, 0.8], [1.7, -1.0, 0.7], [0.0, 0.6, 0.2], [-0.3, -0.4, -0.5], [-1.0, 0.3, 0.8], [-0.2, -0.2, 0.3], [-0.8, -0.2, -0.1], [-0.2, -0.7, 0.3], [0.1, 0.3, -0.2], [-0.3, -0.5, 0.0], [0.4, -0.1, -0.2], [-0.5, -0.3, -0.4], [0.2, 1.1, 3.0], [0.4, -1.4, -2.2], [-1.2, -1.0, -1.7], [-0.3, 0.4, 0.6], [1.1, -0.4, 0.4], [-0.5, -0.8, 1.1], [-0.2, 0.3, 0.0], [0.1, 0.1, -0.2], [-0.1, 0.0, -0.3], [-0.1, -0.1, 0.1], [0.4, 0.5, 0.0], [0.4, 0.3, 0.0], [-1.2, 0.3, 0.8], [1.5, -2.4, 2.2], [-0.5, 0.6, -4.0], [1.0, -0.1, 0.1], [0.5, -0.5, -0.5], [-0.1, 0.7, 0.8], [-1.1, 0.3, -0.4], [0.6, 0.2, 0.3], [0.4, 0.1, 0.3], [-0.4, 0.3, -0.2], [0.3, -0.2, -0.1], [0.2, 0.0, 0.2], [-0.1, -0.1, 0.1], [-0.4, 1.3, -0.7], [2.0, -0.5, 3.1], [-2.0, 0.8, -3.6], [1.5, -1.8, 1.3], [0.0, 0.4, -0.7], [0.0, 0.4, 0.7], [-0.3, -0.1, -0.5], [0.0, -0.1, 0.0], [0.1, 0.3, 0.2], [0.1, 0.0, 0.0], [-0.3, -0.1, 0.7], [0.2, -0.1, -0.4], [-0.2, 0.3, 0.0], [0.6, 2.0, 0.9], [-1.5, -2.5, -0.2], [0.5, 1.4, 0.6], [1.4, -1.2, 0.9], [-1.6, -0.5, 0.2], [1.0, 1.1, -0.7], [-0.6, 1.0, 0.4], [-0.3, 0.0, 0.4], [0.3, -0.1, -0.3], [-0.6, -0.3, -1.0], [0.4, 0.0, -0.4], [-0.4, 0.0, -0.2], [0.2, 0.2, -0.8], [-0.5, -1.3, 0.2], [-0.6, 1.2, 1.0], [0.9, 0.3, -1.7], [0.5, -1.3, 0.9], [-0.5, -0.8, 0.6], [0.3, 0.9, -0.8], [0.6, 0.4, -0.8], [0.1, -0.1, 0.1], [0.0, 0.0, -0.2], [-0.1, 0.3, 0.0], [-0.6, -0.1, 0.1], [-0.2, 0.2, -0.1], [-0.8, 0.1, 0.1], [-0.7, 0.0, 0.1], [0.4, 0.1, 0.1], [0.0, 0.4, -0.1], [0.3, -0.2, 0.0]]}


{"formula": "C19H27N5O4", "method": "ωB97M-V/def2-TZVPD", "smiles": "CNC(=O)[C@H](CC(C)C)NC(C)=O.Cc1c(C(=O)O)nnn1-c1ccccc1", "total_energy_ev": -35782.35561, "molar_mass_g_mol": 389.46, "e_above_lowest_kj_mol": 160.80, "symbols": ["C", "N", "C", "O", "C", "C", "C", "C", "C", "N", "C", "C", "O", "H", "H", "H", "H", "H", "H", "H", "H", "H", "H", "H", "H", "H", "H", "H", "H", "H", "H", "C", "C", "C", "C", "O", "O", "N", "N", "N", "C", "C", "C", "C", "C", "C", "H", "H", "H", "H", "H", "H", "H", "H", "H"], "positions_angstrom": [[3.61800, -6.23240, -0.33659], [2.60776, -5.27032, 0.10025], [2.39457, -4.08094, -0.47653], [3.06332, -3.70998, -1.43380], [1.25757, -3.17509, 0.05960], [1.71707, -1.70781, 0.23020], [0.72016, -0.72917, 0.88369], [1.28232, 0.69217, 0.83151], [-0.65044, -0.71689, 0.20364], [0.56280, -3.65671, 1.27144], [1.11212, -3.91802, 2.45875], [0.16707, -4.35198, 3.55333], [2.30898, -3.83886, 2.68254], [3.48175, -7.18464, 0.17766], [3.53770, -6.38908, -1.41445], [4.61277, -5.84134, -0.11413], [2.11563, -5.45276, 0.96020], [0.51370, -3.17291, -0.73730], [1.98857, -1.32340, -0.75406], [2.62331, -1.71010, 0.83812], [0.58198, -0.99914, 1.93048], [1.38244, 1.02099, -0.20287], [2.26188, 0.71396, 1.30957], [0.61990, 1.37281, 1.36450], [-1.13853, -1.68182, 0.31704], [-1.28192, 0.04563, 0.65837], [-0.52876, -0.49895, -0.85429], [-0.43479, -3.76861, 1.20592], [-0.55142, -3.55790, 3.74680], [0.74351, -4.54732, 4.45721], [-0.35072, -5.25899, 3.24856], [-2.28209, 3.57428, 0.78365], [-2.14846, 4.65464, -0.26628], [-2.47104, 5.99262, -0.23972], [-3.08013, 6.80005, 0.85491], [-3.53182, 7.90283, 0.58790], [-3.11708, 6.30384, 2.11528], [-2.11063, 6.53406, -1.47232], [-1.58703, 5.62327, -2.21250], [-1.60720, 4.45449, -1.52431], [-1.19486, 3.23623, -2.07523], [0.14710, 3.03870, -2.43135], [0.55723, 1.83517, -3.01750], [-0.37816, 0.82756, -3.27180], [-1.72128, 1.01926, -2.93069], [-2.12467, 2.21629, -2.32784], [-2.99274, 2.81333, 0.45015], [-1.31198, 3.09589, 0.94749], [-2.63119, 3.96531, 1.73967], [-3.53875, 7.00935, 2.63136], [0.86972, 3.83082, -2.25569], [1.59966, 1.69096, -3.28890], [-0.06062, -0.10091, -3.73893], [-2.45077, 0.24216, -3.14002], [-3.17151, 2.36936, -2.08270]], "forces_ev_per_angstrom": [[-0.1, 0.6, -0.1], [-0.7, -0.7, 0.6], [0.7, 0.3, -0.4], [-0.4, 0.2, 0.1], [-0.1, 0.4, 0.5], [0.2, 0.0, 0.2], [-0.2, 0.0, -0.5], [0.2, -0.5, 0.2], [0.4, -0.3, 0.3], [-0.5, -0.1, -1.4], [0.8, -0.1, 1.3], [0.0, 0.0, 0.0], [0.2, 0.2, -0.3], [-0.1, 0.2, 0.0], [0.0, 0.0, 0.1], [0.0, -0.1, -0.1], [0.2, -0.1, -0.1], [-0.1, -0.2, 0.0], [0.1, -0.1, -0.1], [0.1, 0.0, 0.0], [0.0, -0.1, 0.1], [0.0, 0.1, 0.0], [0.1, 0.2, 0.0], [0.0, 0.1, 0.0], [-0.3, -0.1, -0.1], [-0.1, 0.0, -0.1], [-0.1, 0.0, -0.1], [0.0, 0.0, -0.1], [-0.2, -0.1, 0.1], [-0.1, 0.0, -0.2], [-0.2, 0.0, 0.1], [0.1, 0.1, -0.5], [0.2, -0.3, -0.1], [0.5, -0.8, -0.2], [-0.5, 1.9, -1.4], [0.4, -1.2, 0.8], [0.2, -0.2, -0.7], [0.0, -0.2, 0.6], [-0.4, 0.2, 0.4], [-0.9, 0.9, 2.0], [0.7, -1.6, -1.0], [-0.1, -0.1, 0.0], [-0.5, 0.1, 0.1], [-0.1, 0.3, 0.1], [0.4, 0.4, 0.2], [0.2, 0.0, -0.1], [0.1, 0.0, 0.0], [-0.1, 0.0, -0.1], [0.1, 0.2, -0.3], [0.0, -0.1, 0.0], [-0.1, -0.1, 0.0], [-0.2, 0.1, 0.1], [-0.1, 0.1, 0.1], [0.1, 0.1, 0.1], [0.1, 0.0, 0.0]]}


{"formula": "C18H40LiN6O12", "method": "ωB97M-V/def2-TZVPD", "total_energy_ev": -53013.21760, "molar_mass_g_mol": 539.49, "spin_multiplicity": 2, "symbols": ["Li", "C", "C", "C", "C", "N", "C", "C", "C", "C", "C", "H", "H", "H", "H", "H", "H", "H", "H", "H", "H", "H", "H", "H", "H", "H", "H", "H", "H", "H", "H", "C", "C", "C", "C", "N", "C", "C", "C", "C", "C", "H", "H", "H", "H", "H", "H", "H", "H", "H", "H", "H", "H", "H", "H", "H", "H", "H", "H", "H", "H", "N", "O", "O", "O", "N", "O", "O", "O", "N", "O", "O", "O", "N", "O", "O", "O"], "positions_angstrom": [[0.41245, -1.29613, -1.30543], [0.85945, 6.64795, -4.31727], [-0.06170, 5.49704, -4.60755], [0.09379, 4.33768, -3.55968], [-0.45332, 4.67351, -2.21490], [-0.71901, 3.39178, -1.34907], [0.52049, 2.49939, -1.03230], [0.87521, 2.69900, 0.45246], [-0.50196, 2.99293, 1.10125], [-1.19842, 3.85613, 0.07721], [-1.78648, 2.54648, -1.98125], [0.74088, 7.16997, -3.36778], [0.81054, 7.40318, -5.10170], [1.88594, 6.29596, -4.41995], [0.17819, 5.08420, -5.58741], [-1.09442, 5.79076, -4.79543], [1.11795, 3.96982, -3.49743], [-0.49406, 3.54234, -4.01793], [-1.24587, 5.41827, -2.14208], [0.39037, 5.07708, -1.65506], [0.16784, 1.46981, -1.09313], [1.36355, 2.57398, -1.71916], [1.28133, 1.83171, 0.97302], [1.62842, 3.48159, 0.54368], [-0.98383, 2.02219, 1.21768], [-0.28592, 3.28924, 2.12772], [-2.27660, 3.72506, 0.16922], [-0.87987, 4.88081, 0.26865], [-2.60804, 3.15579, -2.35793], [-2.00755, 1.65716, -1.39106], [-1.31434, 2.04278, -2.82473], [-1.77921, -5.66772, 0.33553], [-1.72621, -5.75152, 1.87205], [-0.63549, -4.86010, 2.50865], [-0.76887, -3.38081, 2.25039], [0.04248, -2.38339, 3.12528], [1.45772, -2.95196, 3.26119], [2.39220, -1.70768, 3.56605], [1.48842, -0.49493, 3.33858], [0.26084, -0.97626, 2.56284], [-0.60911, -2.31577, 4.51360], [-0.85372, -6.06588, -0.08042], [-1.90492, -4.68332, -0.11531], [-2.60675, -6.25921, -0.05615], [-1.35910, -6.76336, 2.04386], [-2.69192, -5.58495, 2.34929], [0.36730, -5.18259, 2.22844], [-0.72705, -5.06308, 3.57567], [-1.79915, -3.02498, 2.24535], [-0.23157, -3.17500, 1.32461], [1.27842, -3.71126, 4.02238], [1.77112, -3.39660, 2.31664], [2.71367, -1.62379, 4.60418], [3.20855, -1.58755, 2.85383], [1.16971, 0.01107, 4.24989], [2.07031, 0.22595, 2.76425], [-0.62312, -0.42490, 2.88333], [0.33143, -1.10433, 1.48269], [-1.58436, -1.85854, 4.34650], [0.01022, -1.63516, 5.09780], [-0.72118, -3.29155, 4.98624], [-2.51304, -0.68185, -0.00925], [-1.38675, -0.55268, -0.42502], [-3.34220, -0.97447, -0.80919], [-2.78873, -0.44056, 1.15062], [1.23746, -4.41533, -1.29039], [0.52134, -3.47534, -1.06110], [1.57612, -4.55841, -2.42100], [1.63830, -5.07512, -0.36110], [3.28322, -0.66769, -0.18250], [2.12250, -0.55492, -0.56489], [3.78773, -1.76661, -0.19015], [3.92712, 0.29602, 0.22465], [-0.06541, -0.06462, -4.29133], [-0.03404, -0.74117, -3.27331], [-0.69689, -0.45346, -5.30036], [0.37762, 1.08789, -4.24558]], "forces_ev_per_angstrom": [[-0.1, 0.8, -0.7], [0.6, 0.6, -0.8], [0.3, -0.8, 0.4], [-1.5, 0.1, -2.1], [2.0, -0.9, 1.7], [-0.7, 0.7, 1.3], [0.0, -1.0, 0.7], [-0.5, 0.4, -0.3], [1.6, -1.4, -0.4], [0.0, -0.1, 0.4], [1.0, -0.8, -0.9], [-0.1, -0.2, 0.1], [-0.3, 0.2, 0.0], [0.2, -0.1, 0.4], [0.4, -0.2, 0.0], [-0.3, 0.1, 0.8], [0.0, 0.2, -0.1], [0.2, -0.3, 0.2], [-0.5, -0.6, -0.1], [-0.1, 0.5, 0.2], [-0.2, 0.1, -0.4], [-0.4, 0.5, -0.2], [0.2, -0.2, -0.7], [-0.2, 0.3, 0.3], [-0.3, -0.1, -0.3], [-0.7, 1.0, -0.2], [0.0, 0.4, -0.5], [-0.2, 0.1, -0.6], [-0.1, -0.1, 0.5], [-0.5, 0.6, 0.6], [0.1, 0.3, -0.4], [-0.2, 0.1, -0.1], [1.1, 0.4, -1.1], [-0.2, -0.2, 1.1], [0.9, 1.6, -0.9], [0.0, -1.8, 1.1], [0.1, 1.1, 0.5], [-1.2, -0.3, 0.3], [-0.1, 0.4, -1.0], [-0.7, -0.7, 1.1], [0.4, 0.9, -1.2], [0.0, -0.1, 0.0], [-0.1, 0.3, 0.4], [0.1, -0.1, 0.1], [-0.5, -0.1, 0.5], [0.0, 0.0, -0.1], [-0.1, -0.2, -0.2], [0.1, 0.0, 0.3], [0.1, 0.1, -0.2], [-0.9, 0.0, -0.6], [1.0, 0.0, 0.0], [-0.3, 0.0, 0.0], [0.4, -0.6, -0.2], [0.1, -0.7, 0.3], [0.1, -0.2, 0.1], [-0.3, 0.2, -0.1], [-0.1, 0.2, -0.8], [0.1, 0.4, 0.1], [0.0, -0.1, 0.1], [-0.1, -0.3, 0.2], [0.3, 0.1, -0.3], [-1.6, 0.3, 0.0], [5.8, 0.4, -0.6], [-3.2, -1.2, -1.8], [-0.1, 0.3, 2.7], [1.2, 0.1, 1.5], [-2.0, 2.0, 0.5], [0.7, -1.0, -2.2], [0.2, -1.0, 0.3], [1.7, 0.1, 0.7], [-3.3, 0.9, -0.7], [0.9, -2.4, 0.0], [-0.2, 1.1, 0.2], [-2.2, 1.0, -1.8], [0.5, -2.0, 2.1], [1.0, -0.1, 0.7], [0.8, 1.1, -0.1]]}